{
  "formula": "C5H10NO",
  "method": "wB97M-V/def2-TZVPD",
  "gap_ev": 5.92,
  "relative_energy_kj_mol": 265.7,
  "total_energy_ha": -326.3841,
  "charge": -1,
  "symbols": ["O", "N", "C", "C", "C", "C", "C", "H", "H", "H", "H", "H", "H", "H", "H", "H", "H"],
  "positions_angstrom": [[-2.4725, -0.6824, -1.1801], [-2.0883, 0.2675, -0.3961], [0.8681, 0.2530, -0.1675], [1.5456, 1.6016, -0.3163], [1.4198, -0.8358, 0.3129], [-2.7546, 1.0427, 0.2940], [0.6960, -2.1742, 0.2146], [-0.1125, 0.2123, -0.5630], [1.0413, -3.0349, -0.3549], [-3.9291, 1.0981, 0.3636], [2.5405, -0.9435, 0.5173], [-2.2277, 1.6777, 0.8793], [2.6658, 1.4219, -0.3103], [-0.2914, -1.9877, -0.2532], [0.5276, -2.3933, 1.3164], [1.1877, 2.3135, -1.0595], [1.3836, 2.1636, 0.7029]],
  "atomic_forces_ev_per_a": [[-0.862, 0.034, -0.044], [2.713, -2.046, -1.772], [1.044, 1.478, -0.942], [1.201, 0.210, 3.399], [2.312, -2.038, -1.429], [-5.480, 0.204, 0.180], [-1.750, 1.048, 1.802], [-1.144, -0.136, 0.017], [1.031, 0.191, 0.261], [1.669, -0.345, -0.260], [-1.459, 0.625, 0.188], [1.468, 2.172, 1.857], [-1.102, 0.560, -0.477], [0.194, 0.087, 0.514], [-0.086, -0.737, -1.297], [0.058, -0.564, -0.306], [0.193, -0.745, -1.692]]
}

{
  "formula": "FH3N2O2S",
  "method": "wB97M-V/def2-TZVPD",
  "gap_ev": [8.01, 7.26],
  "relative_energy_kj_mol": 161.8,
  "total_energy_ha": -759.7362,
  "symbols": ["S", "F", "O", "O", "N", "N", "H", "H", "H"],
  "positions_angstrom": [[-1.3219, -0.1077, 0.0195], [-2.1852, 1.2429, -0.5348], [-0.7956, 0.2755, 1.3168], [-2.2273, -1.2185, -0.0657], [1.5438, 0.3260, -0.0371], [0.9829, -0.5200, -0.8540], [1.4542, 1.2983, -0.3239], [1.5400, 0.1754, 0.9687], [1.0092, -1.4719, -0.4896]],
  "atomic_forces_ev_per_a": [[0.573, -0.074, -0.824], [0.792, -1.163, 0.599], [-0.371, 0.371, -0.045], [-0.287, 0.269, 0.112], [-0.461, -0.777, -0.562], [-0.278, 1.760, 0.291], [0.211, -0.284, -0.022], [-0.008, -0.125, -0.049], [-0.172, 0.022, 0.500]]
}

{
  "formula": "C3H6Cl3OP",
  "method": "wB97M-V/def2-TZVPD",
  "gap_ev": 9.98,
  "relative_energy_kj_mol": 161.1,
  "total_energy_ha": -1915.0886,
  "symbols": ["Cl", "Cl", "Cl", "P", "O", "C", "C", "C", "H", "H", "H", "H", "H", "H"],
  "positions_angstrom": [[-0.2520, 2.1261, -0.8216], [3.2867, -1.6056, -0.6896], [3.3440, 1.5323, -0.4439], [2.0841, 0.0091, -0.6366], [1.6714, -0.0053, 0.9600], [-1.4880, -0.2094, -0.6475], [-1.3639, -1.2837, 0.0620], [-1.2655, 1.0937, 0.1105], [-1.3800, -2.3398, -0.2724], [-1.0779, -1.0543, 1.0739], [-2.1471, 1.4764, 0.3958], [-0.7456, 0.8947, 1.0095], [1.1998, -0.5232, 1.5351], [-1.8660, -0.1109, -1.6353]],
  "atomic_forces_ev_per_a": [[0.362, 1.517, -0.737], [0.890, -0.850, -0.014], [0.997, 0.870, -0.005], [-2.024, -0.596, 0.911], [2.203, 2.823, -2.233], [-0.492, 2.012, 0.510], [0.739, -2.363, 0.412], [1.845, -2.684, -1.342], [-0.394, 0.897, 0.205], [0.153, -0.770, 0.485], [-3.227, 2.113, 0.478], [0.641, -0.300, 0.882], [-1.769, -2.476, 1.329], [0.077, -0.191, -0.881]]
}

{
  "formula": "C22H43N7O6P2",
  "method": "wB97M-V/def2-TZVPD",
  "gap_ev": 7.78,
  "total_energy_ha": -2381.1665,
  "symbols": ["P", "P", "O", "O", "O", "O", "O", "O", "N", "N", "N", "N", "N", "N", "N", "C", "C", "C", "C", "C", "C", "C", "C", "C", "C", "C", "C", "C", "C", "C", "C", "C", "C", "C", "C", "C", "C", "H", "H", "H", "H", "H", "H", "H", "H", "H", "H", "H", "H", "H", "H", "H", "H", "H", "H", "H", "H", "H", "H", "H", "H", "H", "H", "H", "H", "H", "H", "H", "H", "H", "H", "H", "H", "H", "H", "H", "H", "H", "H", "H"],
  "positions_angstrom": [[3.1060, -1.6232, -5.5929], [-4.4150, 1.4210, 3.3972], [-3.1611, 2.1273, 3.8473], [4.7403, 4.9753, 2.2008], [4.3519, 2.9497, 3.1740], [1.7683, 1.7683, 0.9699], [2.8543, 3.7908, 1.6974], [4.4428, -0.9693, -5.3435], [2.7129, -2.1791, -4.0089], [1.4546, -1.8052, -6.1806], [2.3233, -0.4061, -0.0149], [-5.9174, 1.1525, 2.5220], [3.6354, -2.8445, -6.7214], [-3.6613, 0.1395, 2.4843], [-5.0936, 0.9622, 4.9191], [0.6911, -0.5608, -6.3023], [-5.5112, 2.1005, 5.7405], [-2.6590, 0.6605, 1.5593], [4.9899, 2.1210, -0.1149], [-4.6724, -0.1727, 5.7200], [2.9144, 2.3700, 1.5741], [2.0822, 0.6509, 0.3682], [0.7169, 2.5974, 3.6535], [0.6306, -2.9072, -5.7735], [4.1003, 2.1896, 0.6815], [2.1940, 2.6571, 4.0945], [4.0794, 4.0193, 2.3661], [3.2424, -3.3745, -3.3794], [-6.6606, 2.3642, 2.1641], [3.1986, 2.0668, 3.0446], [3.4140, 0.6702, 3.4108], [3.4395, -0.4516, 3.8273], [2.4887, -1.0960, -3.0448], [-3.1667, -1.0767, 3.1095], [4.2037, -4.1108, -6.2880], [-6.7891, 0.0586, 2.8452], [4.4583, -2.2719, -7.7822], [1.4149, -0.9028, -2.9303], [-3.9863, -1.7360, 3.3984], [4.6273, -4.6395, -7.1434], [-3.6789, -0.0389, 6.1697], [0.4264, 3.5162, 3.1468], [4.4552, -2.9320, -8.6520], [-5.3946, -0.3372, 6.5227], [-7.3863, 0.2392, 3.7486], [-2.5304, -0.8832, 3.9845], [3.1054, -4.2558, -4.0012], [-6.2398, -0.8742, 2.9702], [1.3143, 0.2217, -6.7432], [-3.0029, 1.5872, 1.0937], [3.4015, -1.3433, 4.4091], [-0.2070, -2.9878, -6.4718], [-4.6759, -1.0969, 5.1483], [-6.5897, 2.2731, 5.6437], [-7.3724, 2.1585, 1.3620], [0.2224, -2.7858, -4.7615], [-2.5795, -1.6508, 2.3911], [2.2846, 2.0098, 4.9669], [2.5010, 3.6474, 4.4226], [0.3250, -0.1933, -5.3321], [4.0588, -1.3083, -8.1072], [4.9991, -3.9922, -5.5394], [5.4948, -2.1099, -7.4630], [1.1676, -3.8542, -5.8223], [0.1110, 2.4924, 4.5551], [-0.1666, -0.6961, -6.9650], [2.6776, -3.5827, -2.4682], [2.8886, -1.3322, -2.0659], [3.4344, -4.7766, -5.8944], [5.7416, 2.3323, -0.8412], [-1.7050, 0.8743, 2.0572], [-7.2117, 2.7889, 3.0161], [-5.2927, 1.9364, 6.7948], [0.5057, 1.7207, 3.0441], [-5.9752, 3.1307, 1.7931], [-2.4853, -0.0584, 0.7564], [-4.9984, 3.0226, 5.4534], [4.3055, -3.2894, -3.1160], [2.9647, -0.1631, -3.3621], [-7.4750, -0.0938, 2.0079]],
  "atomic_forces_ev_per_a": [[1.378, -5.718, 1.565], [1.135, -5.609, 2.074], [-1.583, 2.538, -1.449], [0.041, 0.175, 0.334], [0.238, 0.239, -0.591], [0.189, 0.512, 0.064], [0.158, 0.059, -0.178], [-1.809, 2.633, -1.001], [-0.171, -0.490, 0.033], [0.384, 4.012, -1.117], [-0.131, 0.155, -0.165], [0.531, 3.955, -1.266], [-0.245, -0.777, -0.021], [-0.202, -0.785, 0.014], [-0.179, -0.487, 0.097], [0.073, 0.046, 0.131], [-0.257, 0.324, -0.481], [-0.086, 0.306, -0.008], [-0.077, 0.710, -0.027], [0.198, -0.113, -0.037], [1.303, 0.300, -0.629], [-0.365, -0.117, 0.730], [0.269, 0.178, 0.706], [0.198, -0.491, 0.473], [-0.514, -1.064, 0.107], [-0.988, -1.068, -0.390], [-0.567, -0.267, 0.050], [0.190, -0.117, -0.083], [0.046, 0.066, 0.138], [-0.196, 0.151, 1.240], [0.483, 0.256, -0.395], [-0.099, 0.213, 0.427], [-0.321, 0.322, -0.593], [-0.052, 0.010, 0.270], [-0.003, -0.007, 0.282], [0.113, -0.462, 0.534], [-0.057, 0.309, 0.040], [0.026, 0.014, 0.123], [0.004, 0.064, 0.095], [0.026, 0.182, -0.102], [-0.006, -0.062, 0.033], [-0.103, -0.195, -0.201], [-0.064, -0.091, 0.066], [-0.001, 0.176, 0.027], [0.077, -0.018, 0.021], [0.042, -0.112, -0.016], [0.060, 0.088, -0.055], [0.110, 0.077, 0.056], [0.001, -0.026, 0.040], [0.010, -0.009, 0.022], [0.114, -0.197, -0.359], [0.079, 0.141, -0.097], [0.066, 0.085, -0.048], [0.003, 0.012, 0.090], [0.003, -0.084, 0.039], [0.082, -0.022, 0.007], [0.043, 0.175, -0.107], [0.202, 0.094, -0.002], [-0.013, 0.075, -0.339], [-0.117, 0.016, -0.069], [0.011, -0.015, 0.019], [0.034, -0.113, -0.029], [-0.018, 0.068, -0.022], [0.121, 0.070, 0.043], [-0.149, 0.168, -0.152], [0.007, -0.084, 0.032], [0.016, 0.186, 0.045], [0.080, -0.169, -0.061], [0.025, 0.058, 0.099], [0.101, -0.432, 0.029], [-0.013, 0.064, -0.027], [-0.103, 0.006, -0.092], [0.093, -0.116, -0.036], [0.003, 0.107, -0.063], [-0.006, -0.024, 0.040], [-0.067, -0.089, 0.062], [0.052, -0.017, 0.041], [0.000, -0.065, 0.034], [0.049, -0.020, 0.024], [0.095, 0.137, -0.090]]
}

{
  "formula": "C10H16",
  "method": "wB97M-V/def2-TZVPD",
  "gap_ev": 10.07,
  "relative_energy_kj_mol": 40.7,
  "total_energy_ha": -390.6204,
  "symbols": ["C", "C", "C", "C", "C", "C", "C", "C", "C", "C", "H", "H", "H", "H", "H", "H", "H", "H", "H", "H", "H", "H", "H", "H", "H", "H"],
  "positions_angstrom": [[-0.2942, 2.3897, 1.0030], [2.6895, -1.0558, 1.0858], [-0.7407, -0.3502, 1.1578], [-1.7984, -0.7398, -3.0266], [-1.7848, 0.5113, 0.8214], [-1.5501, 1.8740, 0.7168], [0.5066, 0.1542, 1.5015], [1.5517, -0.7655, 2.0712], [-0.3461, -0.6122, -2.5404], [0.7235, 1.5196, 1.3847], [-1.8907, -0.2172, -3.9796], [-0.2243, -0.7714, -1.4729], [0.2455, -1.3884, -3.0234], [-2.3640, 2.5016, 0.3683], [-0.0622, 3.4410, 1.0939], [1.6396, 1.9956, 1.6923], [-2.5544, -0.3107, -2.3716], [3.3397, -1.8521, 1.4455], [1.1238, -1.7285, 2.3391], [3.3356, -0.1872, 0.9632], [-0.9963, -1.3923, 1.0211], [2.2763, -1.4097, 0.1481], [1.9834, -0.3187, 2.9744], [-2.0565, -1.7830, -3.2095], [-2.7808, 0.1400, 0.6612], [0.0284, 0.3557, -2.8254]],
  "atomic_forces_ev_per_a": [[0.284, -0.566, 0.366], [0.175, -0.095, 0.359], [-1.028, 0.469, -0.561], [0.189, -0.057, -0.233], [0.751, 0.389, -0.057], [-0.385, 0.255, -0.197], [0.048, -0.552, 0.197], [0.750, -0.070, -0.319], [-0.600, -0.566, -0.131], [-0.560, 0.462, 0.308], [-0.088, -0.085, -0.078], [-0.110, 0.195, 0.122], [0.200, 0.134, -0.164], [0.091, 0.171, 0.282], [-0.319, 0.176, -0.488], [0.432, -0.289, 0.084], [0.149, 0.045, 0.234], [-0.015, -0.091, 0.207], [-0.310, 0.073, 0.181], [-0.168, 0.096, -0.380], [0.509, -0.333, 0.687], [0.055, 0.224, -0.357], [-0.182, -0.101, -0.023], [-0.112, -0.005, 0.093], [-0.155, -0.236, -0.269], [0.400, 0.355, 0.138]]
}

{
  "formula": "C5H8NO",
  "method": "wB97M-V/def2-TZVPD",
  "gap_ev": 5.92,
  "relative_energy_kj_mol": 297.6,
  "total_energy_ha": -325.1636,
  "charge": -1,
  "symbols": ["O", "N", "C", "C", "C", "C", "C", "H", "H", "H", "H", "H", "H", "H", "H"],
  "positions_angstrom": [[-2.0017, -0.4880, 1.5331], [-1.5185, 0.5331, 0.8389], [0.1419, -1.3770, 0.3319], [-0.0345, 0.0725, -0.0817], [2.1544, 1.3678, 0.5474], [-0.4706, 0.2541, -1.5253], [1.1064, 0.8410, 0.2675], [-1.4954, -0.0922, -1.6289], [-1.0747, 1.2102, 1.5103], [-0.4225, 1.3032, -1.8149], [3.0236, 1.8893, 0.8278], [0.0970, -2.0741, -0.5061], [1.0562, -1.5431, 0.9025], [-0.7329, -1.5752, 0.9997], [0.1713, -0.3215, -2.2021]],
  "atomic_forces_ev_per_a": [[-0.147, -0.051, 0.155], [0.913, 1.034, -0.372], [-0.045, -0.062, 0.112], [-1.431, -0.947, 0.556], [-0.149, 0.270, 0.042], [0.201, -0.025, 0.085], [0.266, 0.036, 0.055], [-0.136, -0.040, 0.011], [-0.079, -0.528, -0.327], [-0.102, 0.074, -0.032], [0.333, 0.192, 0.110], [0.122, 0.021, -0.151], [0.062, -0.008, -0.108], [0.159, -0.030, -0.090], [0.033, 0.065, -0.047]]
}